ORCA calculation (ωB97M-V/def2-TZVPD) on 4 unconnected molecules or ions with the total composition C19H38BrNO8.

Structure (SMILES) ... [H]/N=C(/C)C[C@@H](COC)OCBr.CCOC(C)=O.CCOC(C)=O.CCOC(C)=O
Total charge ... 0
HOMO energy ... -9.90 eV
Frontier orbital gap ... 10.0941 eV

Geometry as XYZ:
```
67
Properties=species:S:1:pos:R:3:lowdin_charge:R:1
H -2.794 -0.331 2.843 0.0394
N -3.753 -0.683 2.844 0.1384
C -3.930 -1.476 1.865 -0.4065
C -5.295 -2.068 1.652 -0.0415
C -2.883 -1.863 0.833 -0.0757
C -1.478 -2.053 1.392 -0.2882
C -1.127 -3.531 1.594 -0.1627
O -1.613 -4.030 2.821 -0.1605
C -0.894 -3.599 3.958 -0.1004
O -0.559 -1.497 0.420 -0.2186
C 0.672 -1.134 0.940 -0.6141
Br 1.396 0.275 -0.216 0.6789
H -5.930 -1.852 2.507 0.0754
H -5.230 -3.143 1.481 0.0814
H -5.751 -1.631 0.759 0.0887
H -3.197 -2.803 0.384 0.0926
H -2.863 -1.150 0.007 0.1369
H -1.334 -1.536 2.346 0.1220
H -0.041 -3.679 1.535 0.1236
H -1.586 -4.136 0.811 0.1356
H -0.750 -4.446 4.627 0.0890
H -1.447 -2.826 4.500 0.0890
H 0.081 -3.177 3.692 0.0865
H 0.604 -0.704 1.938 0.0772
H 1.400 -1.942 0.880 0.0682
C -1.936 -1.895 -5.897 -0.0629
C -2.406 -1.124 -4.682 -0.2317
O -3.067 -1.970 -3.733 0.0048
C -2.410 -2.662 -2.787 -0.5154
C -0.908 -2.785 -2.861 0.0240
O -3.054 -3.211 -1.932 0.0932
H -1.185 -2.641 -5.635 0.0676
H -1.502 -1.215 -6.631 0.0824
H -2.774 -2.417 -6.358 0.0841
H -1.597 -0.571 -4.205 0.1120
H -3.160 -0.395 -4.972 0.1245
H -0.663 -3.688 -3.419 0.0980
H -0.529 -2.879 -1.847 0.0737
H -0.413 -1.934 -3.322 0.0731
C 0.598 5.912 0.334 -0.0616
C -0.913 5.850 0.417 -0.2370
O -1.526 5.901 -0.875 -0.0009
C -1.722 4.806 -1.636 -0.5302
C -1.048 3.509 -1.252 0.0010
O -2.379 4.906 -2.634 0.1068
H 1.009 5.049 -0.190 0.0668
H 1.033 5.943 1.333 0.0829
H 0.907 6.806 -0.208 0.0837
H -1.260 4.978 0.973 0.1112
H -1.295 6.727 0.937 0.1223
H -0.085 3.458 -1.759 0.0912
H -1.670 2.687 -1.599 0.0872
H -0.897 3.379 -0.184 0.0644
C 6.894 0.272 0.054 -0.0629
C 7.139 0.735 1.475 -0.2390
O 6.667 2.067 1.694 -0.0007
C 5.393 2.347 2.033 -0.5273
C 4.344 1.264 1.930 -0.0096
O 5.114 3.470 2.347 0.1090
H 5.829 0.220 -0.175 0.0667
H 7.326 -0.717 -0.102 0.0811
H 7.349 0.967 -0.651 0.0840
H 6.714 0.050 2.210 0.1107
H 8.208 0.785 1.672 0.1225
H 3.888 1.308 0.943 0.0352
H 3.577 1.465 2.675 0.0901
H 4.719 0.258 2.106 0.0706
```

=====

ORCA calculation (ωB97M-V/def2-TZVPD) on 7 unconnected molecules or ions with the total composition ClH12O10 at a distorted geometry.

Total charge ... -1
HOMO energy ... -6.97 eV
Frontier orbital gap ... 10.0909 eV

Geometry as XYZ:
```
23
Properties=species:S:1:pos:R:3:lowdin_charge:R:1
Cl -0.102 0.262 -0.146 0.6670
O 0.292 1.372 -0.923 -0.3188
O 0.486 -0.967 -0.495 -0.3265
O 0.308 0.556 1.233 -0.3903
O -1.547 0.194 -0.033 -0.3342
O 2.812 -0.862 2.050 -0.0646
H 2.542 -0.435 2.863 0.0205
H 2.029 -0.850 1.500 -0.0183
O -1.550 -1.507 -2.834 -0.0516
H -1.877 -2.325 -2.458 0.0292
H -0.670 -1.411 -2.471 -0.0039
O -2.498 1.465 -2.622 -0.0643
H -2.587 2.415 -2.700 0.0217
H -2.093 1.331 -1.765 -0.0260
O 1.855 3.629 0.143 -0.0665
H 1.429 3.628 1.000 0.0244
H 1.590 2.801 -0.258 -0.0167
O 1.165 -4.161 -0.731 -0.0515
H 1.094 -3.208 -0.782 -0.0037
H 0.966 -4.464 -1.617 0.0233
O -1.589 0.957 3.683 -0.0604
H -0.948 1.057 4.386 0.0189
H -1.107 0.524 2.978 -0.0077
```

=====

ORCA calculation (ωB97M-V/def2-TZVPD) on a gas-phase ion, C6H13N2 (charge +1) at a distorted geometry.

Total charge ... +1
HOMO energy ... -12.74 eV
Frontier orbital gap ... 8.9396 eV

Geometry as XYZ:
```
21
Properties=species:S:1:pos:R:3:lowdin_charge:R:1
C -1.511 -0.480 -1.324 -0.0659
C 0.314 -0.354 0.147 -0.1112
C -1.003 1.557 -0.187 -0.1047
C -1.570 1.663 1.177 -0.0690
C 2.367 -1.615 0.334 -0.1021
C 1.796 -0.324 -0.125 -0.2456
N -0.520 -1.034 -0.738 0.0855
N -1.719 0.821 -1.185 0.0696
H -2.126 -1.072 -2.001 0.1757
H 0.137 -0.218 1.273 0.1450
H -0.304 2.166 -0.653 0.1022
H -2.074 0.719 1.403 0.0916
H -2.195 2.489 1.378 0.0707
H -0.690 1.594 1.879 0.1021
H 3.411 -1.386 0.617 0.1021
H 2.344 -2.388 -0.363 0.0632
H 1.912 -1.782 1.291 0.0801
H 1.980 -0.088 -1.199 0.1344
H 2.250 0.432 0.556 0.1336
H -0.239 -1.996 -0.855 0.1804
H -2.563 1.296 -1.425 0.1623
```

=====

ORCA calculation (ωB97M-V/def2-TZVPD) on a gas-phase ion, C4H13N2O (charge +1) at a distorted geometry.

Structure (SMILES) ... C[C@H](O)[C@@H]([NH3+])CN
Total charge ... +1
HOMO energy ... -14.24 eV
Frontier orbital gap ... 11.0817 eV

Geometry as XYZ:
```
20
Properties=species:S:1:pos:R:3:lowdin_charge:R:1
C 0.511 -0.263 -2.256 -0.0439
C 0.573 0.504 -0.981 -0.3052
O 1.878 0.085 -0.329 -0.0719
C -0.409 -0.003 0.099 -0.2532
N 0.043 -1.371 0.575 0.2796
C -0.619 1.001 1.182 -0.2004
N -1.302 0.276 2.312 0.0016
H 0.685 -1.319 -2.193 0.0895
H -0.489 -0.076 -2.649 0.0966
H 1.019 0.253 -3.063 0.1002
H 0.496 1.563 -1.129 0.1504
H 2.568 0.120 -1.000 0.1028
H -1.395 -0.158 -0.482 0.1851
H 0.982 -1.517 0.436 0.1145
H -0.215 -1.445 1.456 0.0731
H -0.476 -2.068 -0.040 0.2165
H -1.177 1.902 0.869 0.1401
H 0.347 1.419 1.537 0.1380
H -2.235 0.657 2.447 0.0809
H -0.785 0.441 3.209 0.1057
```

=====

ORCA calculation (ωB97M-V/def2-TZVPD) on a single C6H13NO molecule at a distorted geometry.

Structure (SMILES) ... C/C(O)=C(\N)C(C)C
Total charge ... 0
HOMO energy ... -7.01 eV
Frontier orbital gap ... 7.9168 eV

Geometry as XYZ:
```
21
Properties=species:S:1:pos:R:3:lowdin_charge:R:1
C -2.632 0.378 -0.475 -0.0606
C -1.349 -0.331 -0.113 -0.3471
O -1.625 -1.550 0.569 -0.0292
C -0.202 0.352 0.282 -0.3185
N -0.118 1.670 0.658 0.1464
C 0.999 -0.442 -0.011 -0.3976
C 1.977 -0.583 1.148 -0.0630
C 1.711 -0.084 -1.316 -0.0782
H -3.351 0.356 0.352 0.0764
H -3.104 -0.102 -1.336 0.0742
H -2.480 1.426 -0.731 0.0691
H -2.223 -2.076 0.028 0.0903
H -0.942 2.096 1.053 0.0975
H 0.778 2.019 0.959 0.0967
H 0.165 -1.289 -0.468 0.1875
H 2.573 0.326 1.287 0.0742
H 2.680 -1.394 0.952 0.0747
H 1.459 -0.788 2.084 0.0798
H 2.206 0.887 -1.223 0.0732
H 2.472 -0.830 -1.552 0.0756
H 1.006 -0.040 -2.145 0.0787
```

=====

ORCA calculation (ωB97M-V/def2-TZVPD) on 5 unconnected molecules or ions with the total composition C29H30BrF11N2O12Si at a distorted geometry.

Structure (SMILES) ... CCCc1cnc2c(C(F)(F)C(F)(F)C(F)(F)F)cc(Br)c([Si](C)(C)C)c2n1.O=C1OC[C@@H](F)O1.O=C1OC[C@@H](F)O1.O=C1OC[C@@H](F)O1.O=C1OC[C@@H](F)O1
Total charge ... 0
HOMO energy ... -8.98 eV
Frontier orbital gap ... 6.9926 eV

Geometry as XYZ:
```
86
Properties=species:S:1:pos:R:3:lowdin_charge:R:1
C 0.041 -0.301 2.897 -0.1374
C 0.198 -1.889 2.491 -0.2245
C -0.187 -2.125 0.904 -0.1617
C 0.079 -0.751 0.011 -0.1590
C 1.570 -0.356 -0.510 -0.0076
N 1.985 0.841 -1.319 0.0782
C 0.735 1.623 -1.623 -0.0859
C 0.971 2.981 -2.571 0.0069
C 2.520 3.376 -3.046 -0.1566
F 2.480 4.454 -4.092 -0.0144
F 3.221 2.220 -3.706 -0.0033
C 3.373 3.912 -1.718 -0.1106
F 4.481 2.930 -1.464 0.0154
F 2.536 4.017 -0.497 0.0259
C 4.092 5.369 -1.949 -0.1258
F 3.114 6.504 -2.081 0.0324
F 4.859 5.666 -0.682 0.0090
F 5.122 5.372 -3.036 0.0454
C -0.224 3.976 -3.085 0.0110
C -1.760 3.593 -2.560 -0.4863
Br -3.210 4.848 -3.227 0.6280
C -2.072 2.281 -1.570 -0.1364
Si -3.898 2.053 -1.037 0.4585
C -4.699 3.661 -0.241 -0.2434
C -4.897 1.606 -2.668 -0.2240
C -4.254 0.632 0.203 -0.2350
C -0.790 1.307 -1.146 -0.1134
N -1.108 0.111 -0.296 0.0858
H 0.915 0.379 2.477 0.0772
H -1.031 0.067 2.541 0.0813
H 0.083 -0.251 4.075 0.0827
H -0.570 -2.548 3.111 0.1212
H 1.311 -2.300 2.615 0.1095
H 0.513 -2.954 0.405 0.1188
H -1.294 -2.543 0.749 0.1139
H 2.446 -1.112 -0.212 0.1279
H -0.021 4.912 -3.759 0.1087
H -5.536 3.985 -1.028 0.0467
H -3.941 4.551 -0.195 0.0279
H -5.262 3.438 0.761 0.0431
H -6.039 1.680 -2.342 0.0626
H -4.622 2.294 -3.573 0.0191
H -4.678 0.457 -2.852 0.0345
H -3.386 0.647 1.023 0.0380
H -5.235 0.945 0.807 0.0576
H -4.380 -0.435 -0.290 0.0469
O 3.594 0.040 4.778 0.1326
C 3.595 1.218 4.464 -0.4856
O 3.876 1.677 3.206 0.0720
C 3.642 3.070 3.227 -0.0730
C 3.786 3.401 4.673 -0.3285
F 2.980 4.431 5.015 0.0851
O 3.323 2.239 5.324 0.1488
H 2.636 3.275 2.844 0.1499
H 4.369 3.600 2.605 0.1480
H 4.814 3.612 4.985 0.1791
O -5.162 -3.499 -0.218 0.1446
C -4.298 -4.224 -0.682 -0.5076
O -4.553 -5.366 -1.391 0.0857
C -3.304 -5.834 -1.859 -0.0878
C -2.348 -5.222 -0.893 -0.3287
F -1.165 -4.955 -1.490 0.0741
O -2.960 -3.999 -0.552 0.0989
H -3.149 -5.488 -2.886 0.1290
H -3.266 -6.926 -1.847 0.1481
H -2.183 -5.816 0.012 0.1795
O -2.761 -0.482 -6.494 0.1504
C -2.597 -1.053 -5.428 -0.4978
O -2.022 -0.475 -4.329 0.0701
C -2.139 -1.413 -3.278 -0.0801
C -2.272 -2.704 -4.010 -0.3049
F -3.044 -3.573 -3.319 0.0681
O -2.956 -2.345 -5.190 0.1491
H -3.022 -1.174 -2.676 0.1312
H -1.257 -1.390 -2.632 0.1285
H -1.318 -3.175 -4.267 0.1838
O 2.696 -5.421 3.721 0.1380
C 3.517 -4.613 4.123 -0.5018
O 3.523 -3.289 3.778 0.0594
C 4.539 -2.680 4.549 -0.0958
C 5.432 -3.829 4.872 -0.3291
F 6.021 -3.658 6.077 0.0817
O 4.545 -4.921 4.963 0.1435
H 4.095 -2.225 5.441 0.1379
H 5.053 -1.903 3.977 0.1380
H 6.192 -4.035 4.111 0.1766
```

=====

What did the fourth record say?
ORCA calculation (ωB97M-V/def2-TZVPD) on a gas-phase ion, C4H13N2O (charge +1) at a distorted geometry.

Structure (SMILES) ... C[C@H](O)[C@@H]([NH3+])CN
Total charge ... +1
HOMO energy ... -14.24 eV
Frontier orbital gap ... 11.0817 eV

Geometry as XYZ:
```
20
Properties=species:S:1:pos:R:3:lowdin_charge:R:1
C 0.511 -0.263 -2.256 -0.0439
C 0.573 0.504 -0.981 -0.3052
O 1.878 0.085 -0.329 -0.0719
C -0.409 -0.003 0.099 -0.2532
N 0.043 -1.371 0.575 0.2796
C -0.619 1.001 1.182 -0.2004
N -1.302 0.276 2.312 0.0016
H 0.685 -1.319 -2.193 0.0895
H -0.489 -0.076 -2.649 0.0966
H 1.019 0.253 -3.063 0.1002
H 0.496 1.563 -1.129 0.1504
H 2.568 0.120 -1.000 0.1028
H -1.395 -0.158 -0.482 0.1851
H 0.982 -1.517 0.436 0.1145
H -0.215 -1.445 1.456 0.0731
H -0.476 -2.068 -0.040 0.2165
H -1.177 1.902 0.869 0.1401
H 0.347 1.419 1.537 0.1380
H -2.235 0.657 2.447 0.0809
H -0.785 0.441 3.209 0.1057
```

=====

> Look up the total charge of the second one.

-1

=====

Please write out number 1 again, unchanged.
ORCA calculation (ωB97M-V/def2-TZVPD) on 4 unconnected molecules or ions with the total composition C19H38BrNO8.

Structure (SMILES) ... [H]/N=C(/C)C[C@@H](COC)OCBr.CCOC(C)=O.CCOC(C)=O.CCOC(C)=O
Total charge ... 0
HOMO energy ... -9.90 eV
Frontier orbital gap ... 10.0941 eV

Geometry as XYZ:
```
67
Properties=species:S:1:pos:R:3:lowdin_charge:R:1
H -2.794 -0.331 2.843 0.0394
N -3.753 -0.683 2.844 0.1384
C -3.930 -1.476 1.865 -0.4065
C -5.295 -2.068 1.652 -0.0415
C -2.883 -1.863 0.833 -0.0757
C -1.478 -2.053 1.392 -0.2882
C -1.127 -3.531 1.594 -0.1627
O -1.613 -4.030 2.821 -0.1605
C -0.894 -3.599 3.958 -0.1004
O -0.559 -1.497 0.420 -0.2186
C 0.672 -1.134 0.940 -0.6141
Br 1.396 0.275 -0.216 0.6789
H -5.930 -1.852 2.507 0.0754
H -5.230 -3.143 1.481 0.0814
H -5.751 -1.631 0.759 0.0887
H -3.197 -2.803 0.384 0.0926
H -2.863 -1.150 0.007 0.1369
H -1.334 -1.536 2.346 0.1220
H -0.041 -3.679 1.535 0.1236
H -1.586 -4.136 0.811 0.1356
H -0.750 -4.446 4.627 0.0890
H -1.447 -2.826 4.500 0.0890
H 0.081 -3.177 3.692 0.0865
H 0.604 -0.704 1.938 0.0772
H 1.400 -1.942 0.880 0.0682
C -1.936 -1.895 -5.897 -0.0629
C -2.406 -1.124 -4.682 -0.2317
O -3.067 -1.970 -3.733 0.0048
C -2.410 -2.662 -2.787 -0.5154
C -0.908 -2.785 -2.861 0.0240
O -3.054 -3.211 -1.932 0.0932
H -1.185 -2.641 -5.635 0.0676
H -1.502 -1.215 -6.631 0.0824
H -2.774 -2.417 -6.358 0.0841
H -1.597 -0.571 -4.205 0.1120
H -3.160 -0.395 -4.972 0.1245
H -0.663 -3.688 -3.419 0.0980
H -0.529 -2.879 -1.847 0.0737
H -0.413 -1.934 -3.322 0.0731
C 0.598 5.912 0.334 -0.0616
C -0.913 5.850 0.417 -0.2370
O -1.526 5.901 -0.875 -0.0009
C -1.722 4.806 -1.636 -0.5302
C -1.048 3.509 -1.252 0.0010
O -2.379 4.906 -2.634 0.1068
H 1.009 5.049 -0.190 0.0668
H 1.033 5.943 1.333 0.0829
H 0.907 6.806 -0.208 0.0837
H -1.260 4.978 0.973 0.1112
H -1.295 6.727 0.937 0.1223
H -0.085 3.458 -1.759 0.0912
H -1.670 2.687 -1.599 0.0872
H -0.897 3.379 -0.184 0.0644
C 6.894 0.272 0.054 -0.0629
C 7.139 0.735 1.475 -0.2390
O 6.667 2.067 1.694 -0.0007
C 5.393 2.347 2.033 -0.5273
C 4.344 1.264 1.930 -0.0096
O 5.114 3.470 2.347 0.1090
H 5.829 0.220 -0.175 0.0667
H 7.326 -0.717 -0.102 0.0811
H 7.349 0.967 -0.651 0.0840
H 6.714 0.050 2.210 0.1107
H 8.208 0.785 1.672 0.1225
H 3.888 1.308 0.943 0.0352
H 3.577 1.465 2.675 0.0901
H 4.719 0.258 2.106 0.0706
```